# 1
Computed, not measured: a single C8H12N2O3 molecule, with ωB97M-V/def2-TZVPD.

As for the energy above the lowest of the compared OMol25 structures with the same formula, charge and spin: 5.3156 eV. As for the LUMO energy (spin up / spin down): -0.2 / -0.2 eV. The value obtained for the orbital gap (spin up / spin down) is 9.5 / 9.5 eV.

Each line ends with the Löwdin charge.
Cartesian coordinates (Å):
C (-1.29968, -0.11850, -0.03177)  -0.005
C (-0.20893, 0.81279, 0.04080)  -0.163
C (-1.41405, -1.59870, -0.13640)  -0.388
C (-2.79452, -2.10339, -0.27780)  0.001
C (1.66449, -0.46501, -0.94131)  -0.068
C (1.65068, 0.23918, 1.49131)  -0.028
C (1.98728, 1.90170, -0.43080)  -0.068
C (1.28307, 0.62036, 0.05314)  -0.573
N (-0.70066, 1.99131, 0.32486)  0.126
N (-2.40985, 0.64664, 0.10306)  -0.204
O (-3.56905, 0.39574, 0.05023)  0.068
O (-0.44684, -2.31862, 0.00476)  0.074
O (-2.00800, 1.95145, 0.29059)  0.081
H (-3.44243, -1.52476, -0.95497)  0.099
H (-3.14341, -2.05083, 0.80273)  0.137
H (-2.60607, -3.12130, -0.49219)  0.077
H (2.87634, -0.60974, -1.09424)  0.146
H (1.18231, -1.47380, -0.81856)  0.073
H (1.31789, -0.12797, -1.88703)  0.064
H (2.86427, -0.07902, 1.56113)  0.163
H (1.39695, 0.92462, 2.22154)  0.048
H (1.02908, -0.64247, 1.61521)  0.070
H (3.18468, 1.67579, -0.47720)  0.138
H (1.64846, 2.32402, -1.31296)  0.046
H (1.95801, 2.75049, 0.29586)  0.086

***

# 2
Computed, not measured: 2 unconnected molecules or ions with the total composition CHN3O3, with ωB97M-V/def2-TZVPD.

As for the energy above the lowest of the compared OMol25 structures with the same formula, charge and spin: 4.0066 eV. As for the LUMO energy (spin up / spin down): -3.1 / -3.6 eV. The value obtained for the orbital gap (spin up / spin down) is 8.8 / 7.8 eV.

Each line ends with the Löwdin charge.
Cartesian coordinates (Å):
C (-2.06650, -0.07762, 0.04219)  -0.452
N (-2.72243, 0.91505, 0.20358)  0.251
N (1.03828, -0.86858, 0.07729)  0.264
N (1.25019, 0.38083, 0.22912)  -0.506
O (2.24638, 0.70743, -0.47812)  0.091
O (0.51177, 1.10414, 0.90481)  0.087
O (-1.45871, -1.03262, -0.13015)  0.178
H (1.20102, -1.12862, -0.84873)  0.086

***

# 3
Computed, not measured: 10 unconnected molecules or ions with the total composition C57H51BN9O18, with ωB97M-V/def2-TZVPD.

As for the LUMO energy: 0.0 eV. The value obtained for the orbital gap is 4.4 eV. The total charge is -1.

Each line ends with the Löwdin charge.
Cartesian coordinates (Å):
C (-6.82250, -6.92367, -3.23392)  -0.013
C (-5.94206, -7.59326, -2.72859)  -0.165
B (-4.79317, -8.46483, -2.07069)  -0.592
C (-3.41906, -7.54552, -1.81635)  -0.173
H (-7.39585, -6.26369, -3.83812)  -0.014
H (-4.52893, -9.40116, -2.82394)  0.024
H (-5.20395, -8.93505, -1.01131)  0.025
H (-3.13798, -7.59589, -0.76153)  0.007
H (-2.58210, -7.94914, -2.39465)  0.012
H (-3.54339, -6.49787, -2.10614)  0.005
C (-4.78219, -2.97999, 0.17409)  -0.070
C (-4.98715, -4.02621, -0.71373)  -0.029
C (-6.17123, -4.11313, -1.43501)  0.029
C (-7.13038, -3.13949, -1.23051)  -0.152
C (-6.96296, -2.10322, -0.32602)  -0.039
C (-5.77130, -2.02201, 0.37249)  -0.103
N (-8.38618, -3.19454, -2.00517)  -0.351
O (-8.51736, -4.08648, -2.81377)  0.078
O (-9.21933, -2.32729, -1.79430)  0.044
H (-3.84816, -2.90733, 0.71575)  0.108
H (-4.23023, -4.78600, -0.85632)  0.097
H (-6.33720, -4.93744, -2.11941)  0.074
H (-7.74328, -1.36906, -0.18969)  0.115
H (-5.61075, -1.20487, 1.06271)  0.106
C (-5.25198, -0.29909, -5.08345)  -0.064
C (-5.77689, -0.58958, -3.83183)  -0.045
C (-5.00904, -0.39459, -2.69538)  0.014
C (-3.72450, 0.09114, -2.84109)  -0.133
C (-3.17722, 0.38315, -4.07659)  -0.003
C (-3.95501, 0.18436, -5.20508)  -0.066
N (-2.90596, 0.28627, -1.62947)  -0.338
O (-3.40480, 0.00289, -0.56149)  0.083
O (-1.77428, 0.71300, -1.77045)  0.056
H (-5.85394, -0.45531, -5.96866)  0.108
H (-6.78325, -0.97487, -3.73564)  0.110
H (-5.39534, -0.62869, -1.71620)  0.092
H (-2.16529, 0.74940, -4.15403)  0.095
H (-3.54470, 0.40173, -6.18181)  0.105
C (2.72515, -5.92057, -2.23845)  -0.074
C (2.48388, -5.28967, -1.02499)  -0.069
C (1.48164, -5.75288, -0.18773)  -0.018
C (0.74225, -6.85071, -0.58746)  -0.146
C (0.95670, -7.49032, -1.79292)  0.007
C (1.95964, -7.01349, -2.62222)  -0.060
N (-0.30960, -7.37054, 0.30423)  -0.339
O (-0.50659, -6.76904, 1.35116)  0.033
O (-0.90101, -8.35835, -0.04831)  0.095
H (3.50370, -5.54804, -2.89040)  0.100
H (3.07445, -4.43174, -0.73403)  0.107
H (1.27339, -5.27195, 0.75649)  0.117
H (0.34481, -8.33459, -2.07309)  0.122
H (2.14009, -7.49627, -3.57278)  0.107
C (0.86831, 1.16218, -5.50009)  -0.068
C (0.76556, 0.51000, -4.27997)  -0.073
C (1.54677, -0.60372, -4.02023)  0.005
C (2.42382, -1.03548, -4.99519)  -0.142
C (2.54248, -0.40536, -6.22028)  -0.006
C (1.75206, 0.70358, -6.46949)  -0.069
N (3.26746, -2.21151, -4.71728)  -0.348
O (3.12278, -2.76375, -3.64656)  0.072
O (4.05197, -2.56339, -5.57585)  0.072
H (0.26081, 2.03637, -5.69597)  0.107
H (0.07890, 0.86452, -3.52247)  0.086
H (1.47966, -1.11971, -3.07507)  0.123
H (3.23719, -0.77702, -6.95790)  0.116
H (1.82967, 1.21259, -7.42054)  0.104
C (0.83151, 4.18920, 1.99873)  -0.047
C (1.21068, 2.85290, 1.97187)  -0.053
C (1.66224, 2.27957, 0.79274)  -0.003
C (1.72657, 3.06812, -0.34120)  -0.148
C (1.33981, 4.39550, -0.34314)  -0.005
C (0.88849, 4.95394, 0.84109)  -0.054
N (2.23479, 2.47920, -1.59112)  -0.345
O (2.56457, 1.31123, -1.57580)  0.075
O (2.30238, 3.19816, -2.57058)  0.065
H (0.48549, 4.64282, 2.91634)  0.088
H (1.16193, 2.25683, 2.87390)  0.103
H (1.96083, 1.24257, 0.75118)  0.120
H (1.39395, 4.97428, -1.25332)  0.108
H (0.57946, 5.98975, 0.87079)  0.075
C (1.69599, -8.54198, 4.08871)  -0.055
C (2.09501, -7.79527, 2.98827)  -0.046
C (3.43771, -7.71908, 2.65187)  0.007
C (4.35445, -8.39717, 3.43375)  -0.151
C (3.98067, -9.14340, 4.53609)  -0.011
C (2.63596, -9.21193, 4.86122)  -0.068
N (5.78310, -8.32922, 3.07854)  -0.356
O (6.09773, -7.65136, 2.12191)  0.074
O (6.56751, -8.95583, 3.76457)  0.065
H (0.64517, -8.60209, 4.33887)  0.113
H (1.35403, -7.27824, 2.39377)  0.075
H (3.76632, -7.14553, 1.79766)  0.114
H (4.72655, -9.65770, 5.12233)  0.115
H (2.32214, -9.79222, 5.71812)  0.105
C (6.92837, 2.68262, 3.41573)  -0.072
C (5.78704, 2.23466, 2.76455)  -0.059
C (4.68242, 1.83412, 3.49861)  0.000
C (4.74435, 1.89864, 4.87614)  -0.143
C (5.86931, 2.33784, 5.54755)  -0.005
C (6.96981, 2.73077, 4.80334)  -0.068
N (3.55953, 1.49442, 5.65768)  -0.349
O (2.58793, 1.10348, 5.04398)  0.074
O (3.62735, 1.58126, 6.86606)  0.080
H (7.78915, 2.99544, 2.83988)  0.106
H (5.75353, 2.19544, 1.68448)  0.109
H (3.78876, 1.48216, 3.00662)  0.105
H (5.87979, 2.37089, 6.62622)  0.118
H (7.86053, 3.07733, 5.30896)  0.106
C (1.90553, 9.21164, -3.34272)  -0.067
C (2.19843, 8.26274, -2.37208)  -0.056
C (1.47472, 8.23063, -1.19147)  0.001
C (0.46326, 9.15652, -1.01325)  -0.139
C (0.15532, 10.11264, -1.96198)  -0.002
C (0.88945, 10.13549, -3.13661)  -0.064
N (-0.32468, 9.11180, 0.23156)  -0.332
O (-0.02523, 8.26737, 1.05328)  0.056
O (-1.22578, 9.91360, 0.36582)  0.085
H (2.47070, 9.22974, -4.26486)  0.108
H (2.98946, 7.54357, -2.53369)  0.112
H (1.69006, 7.50163, -0.42471)  0.104
H (-0.64202, 10.81815, -1.78462)  0.119
H (0.66383, 10.87367, -3.89360)  0.108
C (-0.95541, 11.06664, 5.99866)  -0.074
C (-0.88204, 10.07997, 6.97391)  -0.069
C (-0.64068, 8.76410, 6.61501)  -0.004
C (-0.47224, 8.47017, 5.27523)  -0.140
C (-0.54514, 9.43043, 4.28471)  0.007
C (-0.79144, 10.74193, 4.65868)  -0.060
N (-0.20620, 7.07543, 4.88050)  -0.338
O (-0.19419, 6.23051, 5.75163)  0.087
O (-0.01621, 6.85784, 3.70109)  0.068
H (-1.14388, 12.09284, 6.28511)  0.105
H (-1.01366, 10.33422, 8.01656)  0.106
H (-0.58288, 7.98104, 7.35566)  0.119
H (-0.42162, 9.15060, 3.24838)  0.092
H (-0.85740, 11.50914, 3.89955)  0.108

***

# 4
Computed, not measured: a molecular structure, C36H77BBaBrN2O6P2SSi, with ωB97M-V/def2-TZVPD.

As for the energy above the lowest of the compared OMol25 structures with the same formula, charge and spin: 0.0000 eV. As for the LUMO energy: 1.7 eV. The value obtained for the orbital gap is 5.8 eV. The total charge is -1.

Each line ends with the Löwdin charge.
Cartesian coordinates (Å):
Ba (-1.65998, -0.71159, 1.99436)  1.130
C (-2.48511, -5.65124, 1.18689)  -0.103
C (-2.36484, -5.09539, -0.27431)  -0.664
C (-3.72115, -4.41709, -0.58642)  -0.114
C (-2.05138, -6.22432, -1.25586)  -0.089
P (-1.13846, -3.61782, -0.20451)  1.081
C (-1.19680, -2.88130, -1.98962)  -0.264
N (-2.38057, -2.04003, -2.01809)  -0.095
B (-2.68568, -0.98852, -1.01228)  -0.461
N (-3.75140, -0.28686, -1.74667)  -0.078
C (-4.41431, 0.89922, -1.30793)  -0.331
P (-4.43412, 0.97278, 0.52527)  1.050
C (-4.19305, 2.86325, 0.78886)  -0.670
C (-2.77706, 3.29540, 0.44411)  -0.107
C (-5.06726, 3.77225, -0.08507)  -0.112
C (-4.41922, 3.14531, 2.32954)  -0.090
C (-6.20666, 0.63195, 0.85005)  -0.724
C (-7.27320, 1.69336, 0.62064)  -0.106
C (-6.58667, -0.56918, 0.05066)  -0.104
C (-6.28845, 0.31830, 2.37004)  -0.105
C (-4.00566, -0.78295, -2.95197)  -0.232
C (-4.92276, -0.38302, -3.90842)  -0.034
C (-5.17419, -1.19829, -5.02182)  -0.122
C (-4.50200, -2.41958, -5.15258)  -0.119
C (-3.41284, -2.69029, -4.29252)  -0.027
C (-3.19752, -1.93004, -3.12327)  -0.189
C (0.58156, -4.35234, -0.14569)  -0.747
C (0.71574, -5.20786, 1.09461)  -0.105
C (1.06149, -5.09748, -1.34581)  -0.108
C (1.51227, -3.11593, 0.04524)  -0.103
H (-3.42809, -6.21960, 1.18382)  0.076
H (-2.53827, -4.80089, 1.87076)  0.063
H (-1.69788, -6.40411, 1.42097)  0.067
H (-4.58651, -5.03762, -0.26945)  0.087
H (-3.85149, -4.30092, -1.67426)  0.079
H (-3.86758, -3.44857, -0.13665)  0.047
H (-2.96079, -6.58142, -1.77844)  0.087
H (-1.53213, -7.04686, -0.81080)  0.065
H (-1.49924, -5.77822, -2.08490)  0.054
H (-1.26227, -3.63200, -2.77654)  0.071
H (-0.30069, -2.25978, -2.09180)  0.091
H (-5.38664, 1.02911, -1.69702)  0.064
H (-3.80672, 1.74969, -1.65937)  0.093
H (-2.50187, 2.90204, -0.55498)  0.083
H (-2.03962, 2.90593, 1.12896)  0.051
H (-2.70422, 4.42373, 0.39644)  0.107
H (-4.79791, 3.74803, -1.16059)  0.085
H (-4.83325, 4.80464, 0.15897)  0.071
H (-6.16504, 3.59531, -0.04151)  0.051
H (-3.63627, 2.62632, 2.90719)  0.073
H (-5.42525, 2.93087, 2.75474)  0.061
H (-4.28653, 4.21059, 2.53747)  0.076
H (-7.36167, 2.05012, -0.42024)  0.086
H (-7.15744, 2.55594, 1.30261)  0.079
H (-8.22123, 1.24990, 0.87075)  0.075
H (-6.85979, -0.33755, -0.92523)  0.061
H (-7.50471, -0.99507, 0.42166)  0.090
H (-5.86712, -1.35697, 0.01804)  0.079
H (-5.91645, 1.07775, 3.05798)  0.053
H (-5.66562, -0.58410, 2.58894)  0.091
H (-7.32083, 0.15675, 2.61882)  0.072
H (-5.38177, 0.63384, -3.85395)  0.109
H (-5.88695, -0.93730, -5.79027)  0.084
H (-4.62053, -3.02113, -6.02003)  0.074
H (-2.84860, -3.62775, -4.36751)  0.094
H (0.22464, -6.13727, 1.01150)  0.042
H (0.29960, -4.66178, 1.94055)  0.085
H (1.79246, -5.36827, 1.26203)  0.091
H (0.56553, -6.09567, -1.48012)  0.079
H (2.14035, -5.20868, -1.34658)  0.082
H (0.72625, -4.51570, -2.24902)  0.081
H (1.17467, -2.31178, 0.69327)  0.040
H (1.74444, -2.58870, -0.88585)  0.082
H (2.48176, -3.52124, 0.42657)  0.095
O (1.08231, 0.18533, 1.66756)  -0.277
H (1.63880, 0.77130, 2.15805)  -0.046
H (1.71427, -0.03217, 0.95450)  -0.105
O (-8.34285, 4.05808, -6.32727)  -0.074
H (-8.02649, 4.98500, -6.29316)  0.046
H (-7.87971, 3.56716, -5.64318)  0.027
O (-0.62596, 1.91388, 3.24717)  -0.132
H (-0.07344, 1.70149, 4.02070)  0.065
H (-0.11114, 2.35757, 2.57939)  0.031
Br (-1.88743, -2.19076, 4.48050)  -0.550
C (5.14791, 5.73635, 1.55388)  -0.026
C (5.17648, 4.62891, 0.45979)  -0.600
C (4.17395, 4.73971, -0.74330)  -0.008
C (6.58055, 4.46258, 0.03483)  -0.090
O (5.01274, 3.37170, 1.16562)  -0.197
Si (5.03977, 1.82720, 0.55734)  -0.169
S (3.19215, 1.20665, -0.16828)  0.278
O (5.97602, 1.64816, -0.84186)  -0.234
C (7.04324, 0.80109, -1.28533)  -0.637
C (6.95877, 0.49598, -2.80113)  -0.033
C (8.29476, 1.62445, -1.07826)  -0.059
C (6.92591, -0.47878, -0.44133)  -0.031
O (5.58713, 1.00792, 1.85906)  -0.185
C (5.45474, 0.71808, 3.27555)  -0.608
C (6.62705, 1.40681, 3.95739)  -0.037
C (5.62281, -0.79469, 3.53124)  -0.019
C (4.15861, 1.25797, 3.85791)  -0.026
H (5.48779, 6.74375, 1.24101)  0.086
H (5.89863, 5.41273, 2.25530)  0.063
H (4.15217, 5.79379, 1.98091)  0.076
H (3.59139, 5.61796, -0.83462)  0.054
H (3.45015, 3.92518, -0.52575)  0.031
H (4.63141, 4.46708, -1.67623)  0.074
H (6.99792, 5.32021, -0.48954)  0.085
H (6.68569, 3.65098, -0.72852)  0.064
H (7.20846, 4.20583, 0.93970)  0.112
H (7.10239, 1.43100, -3.33025)  0.070
H (5.99449, 0.04229, -3.13028)  0.096
H (7.80156, -0.17717, -3.08712)  0.088
H (8.29073, 2.55996, -1.63425)  0.071
H (9.18597, 1.14649, -1.47929)  0.077
H (8.41398, 2.00649, -0.03614)  0.099
H (5.98511, -0.98062, -0.78292)  0.097
H (6.65751, -0.20894, 0.60018)  0.061
H (7.78256, -1.13611, -0.62970)  0.083
H (7.46829, 0.92977, 3.48514)  0.075
H (6.64098, 1.09119, 5.02742)  0.100
H (6.67401, 2.47428, 3.80898)  0.081
H (5.37923, -0.91389, 4.57586)  0.076
H (6.62503, -1.16579, 3.30844)  0.086
H (4.95337, -1.35622, 2.94607)  0.069
H (4.27775, 2.37226, 3.85691)  0.101
H (3.99684, 0.93359, 4.88165)  0.079
H (3.21619, 1.03460, 3.34538)  0.059

***

| no. | F_max (eV/Å) | electronic energy (eV) |
| --- | --- | --- |
| 1 | 4.791 | -17607.7808 |
| 2 | 3.945 | -11657.8272 |
| 3 | 0.496 | -110853.9193 |
| 4 | 2.716 | -162558.1004 |